(1)
# C45H41IrN2O2P3

A molecular structure, C45H41IrN2O2P3 (the ωB97M-V functional and the def2-TZVPD basis, the Open Molecules 2025 dataset).

Values from the calculation:
**Expectation value of S²**: 6.02
**HOMO energy (spin up / spin down)**: -8.951 / -10.884 eV
**HOMO-LUMO gap (spin up / spin down)**: 7.161 / 6.760 eV

```
! wB97M-V def2-TZVPD RIJCOSX def2/J DEFGRID3
* xyz 1 5
C 2.63517 2.99398 -1.71180
N -2.44522 -0.30468 2.52746
C -2.91895 1.52244 0.10392
C 0.32359 4.72894 1.86062
H 0.22458 -5.31622 -3.68054
C 1.97724 0.37487 4.19304
C 0.54072 3.67284 4.42514
C -2.91141 3.95569 0.39886
H -1.20133 3.33383 -1.94388
C 1.57975 -1.33064 2.53715
C 0.02618 -3.36103 -2.83053
O -1.06890 -1.96830 0.99292
H 1.98336 -6.42326 -0.90397
H 0.62753 3.26087 5.42041
H -4.84077 0.66877 -0.39343
H 1.86196 0.19217 -2.20855
C 1.37447 -1.85164 4.88035
C 4.21466 -4.83955 1.09481
H -6.01078 2.82798 -0.36033
C 0.71121 5.53767 2.91531
Ir -1.46006 0.06226 0.17302
C 1.52189 -0.70736 -1.68955
N -2.16673 -1.60715 2.95342
H -2.06784 -6.00656 -3.06970
H 0.93350 6.58019 2.73798
C -2.55087 -4.12486 -2.16283
C -0.42845 -4.63163 -3.15852
C 0.81899 5.01160 4.19665
C -0.23875 0.78845 -5.55930
H 1.12616 5.64707 5.01509
H 0.19714 3.83924 -3.90222
C -4.94947 2.79325 -0.15511
C 3.53332 -3.65204 1.29911
H 5.17381 -4.99779 1.56706
C 1.73121 -4.45523 -0.10393
C 2.04089 3.39695 -2.90337
C -1.71504 -5.01661 -2.82030
H 2.31937 2.42160 0.32302
H 2.24711 1.39262 4.44034
H 1.02931 -3.09040 -3.12319
C -2.09520 -2.86061 -1.83623
C -2.38873 1.29200 -4.60891
C 0.15311 2.86129 3.36860
C -2.00955 0.68484 -3.42182
C 1.71626 -0.54368 5.19893
C 0.66408 3.52380 -2.98042
P 1.41195 -1.91504 0.86555
C 2.42193 -5.64086 -0.30200
H -2.38545 4.87315 0.63725
C -0.79753 -2.46503 -2.15715
H 3.12119 -0.70531 -0.22929
H -1.79787 1.82725 -6.59784
H 0.26222 5.14045 0.86008
H -2.68833 -2.01932 3.71620
H -3.44352 -0.13165 2.41383
H 3.95872 -2.88771 1.93776
C 1.89994 -0.00995 2.86409
H -3.55624 -4.41860 -1.89850
C -4.28749 1.57211 -0.16927
H -2.05624 0.37052 3.18052
H -3.37493 1.72527 -4.69827
H 1.12258 -0.27285 -4.30824
C -0.74297 0.12328 -3.30089
C 1.30211 -2.24910 3.55638
H 1.71876 0.31842 0.16881
H -2.69699 0.65593 -2.58308
H 1.77804 -0.23852 6.23384
H 3.71056 2.91450 -1.64162
C 0.45833 2.81787 -0.68700
H 2.10506 0.72210 2.09663
C 1.84786 2.71066 -0.60988
C 0.13830 0.17011 -4.37778
C -2.25605 2.73008 0.38543
H 1.95697 -1.56209 -2.20291
O -1.31387 -3.62810 2.45755
C 2.02607 -0.63476 -0.26066
H -4.80812 4.91567 0.14501
C 2.29407 -3.45763 0.68443
H 1.16670 -2.56447 5.66474
H 0.44982 0.82464 -6.39111
C 3.66079 -5.82815 0.29200
H 2.65435 3.62215 -3.76392
C -1.50918 -2.48526 2.12575
C -0.12644 3.23654 -1.87522
H -0.06116 1.81331 3.54266
H 0.74761 -4.31973 -0.52836
H -2.75265 -2.17543 -1.31134
H 4.19505 -6.75601 0.14049
P -0.32246 -0.74134 -1.76673
P -0.53868 2.30057 0.74659
C -4.26996 3.97880 0.12807
C 0.03402 3.38457 2.08564
H 1.02723 -3.26741 3.31149
C -1.50257 1.35045 -5.67448
*
```

(2)
# C45H41N3O5SSeTc

A molecular structure, C45H41N3O5SSeTc (the ωB97M-V functional and the def2-TZVPD basis, the Open Molecules 2025 dataset).

Values from the calculation:
**Expectation value of S²**: 3.81
**Relative energy (zero: lowest compared OMol25 entry of this formula, charge and spin)**: 44.2 kcal/mol
**HOMO energy (spin up / spin down)**: -5.834 / -5.818 eV
**HOMO-LUMO gap (spin up / spin down)**: 4.841 / 3.896 eV

```
! wB97M-V def2-TZVPD RIJCOSX def2/J DEFGRID3
* xyz 0 4
S 2.52005 1.50371 1.02258
C 0.95060 5.05956 -2.81275
H 3.18225 2.61591 7.11018
C 4.86672 0.04595 3.63313
C -1.07210 1.16949 3.08327
H 1.26837 6.09147 -2.82111
C -3.05493 -1.28276 1.11496
C -0.33377 0.95397 -2.58216
H -4.13995 -1.39864 1.00414
H -2.23128 -1.27334 -2.13869
C 0.55281 4.39998 -3.96174
C -2.70010 -0.33830 2.22982
H 3.81028 -1.16499 -4.72029
C 3.70191 -1.52076 2.23609
O 0.04941 0.36550 -1.51838
C 2.34443 0.74623 6.49298
H 3.37097 -3.44976 3.08125
H -3.70868 -1.89680 -1.37300
H 5.34481 1.37875 -1.62208
C -1.39665 0.19250 2.14076
H 3.19874 3.56666 4.84603
H -2.13505 -2.62169 -0.98861
C 3.78999 -2.46857 3.23945
H -2.60271 -2.26139 1.30155
C 0.54101 -5.21900 -2.02268
C 4.18748 0.74575 1.32937
C 5.44896 0.14101 -5.19876
H 4.43586 0.26918 0.37971
Se 3.07038 -0.57931 -1.87931
O -1.05597 0.46052 -3.43650
H 0.04344 -1.91254 3.07047
C 0.94502 4.36860 -1.60349
C 0.27606 -2.90199 -1.43975
H 0.58342 -5.98864 -2.78070
C 4.94937 -0.90333 4.63417
C -2.64445 -1.69109 -1.22196
C 0.14119 3.07579 -3.90744
H 3.20958 -1.76117 1.30420
C 1.89284 0.53844 4.14348
O 1.36980 4.34439 0.62593
C 2.82511 2.02659 6.27987
H -0.18786 2.55877 -4.79647
H -1.67673 2.36281 4.74965
H 0.55450 4.92453 -4.90516
H 5.28964 1.02829 3.78660
C 2.37976 1.81942 3.92134
N -2.45362 -0.73878 -0.12600
H 6.98342 2.23492 -3.28708
H -0.09847 1.62919 3.07145
C 0.54965 3.04001 -1.54377
C 4.41433 -2.16495 4.43792
C -3.17560 0.49353 -0.47506
C 2.36082 2.48322 2.57998
C 0.37217 -3.87798 -2.39398
O 1.64451 6.19675 -0.43896
H 3.16094 3.21845 2.50248
H -3.94642 1.40298 4.83867
C 6.25720 1.48053 -3.56310
C 5.34564 1.00809 -2.63822
C 2.84748 2.55714 5.00368
C 4.49391 -0.40752 -4.36380
H 4.84734 1.59664 1.49347
C 0.67333 -5.53892 -0.70074
H 5.43013 -0.65343 5.56747
C 4.24713 -0.25568 2.42583
H -2.78872 0.90752 -1.40478
C 0.08297 -2.21981 0.95446
C 0.71645 -4.89343 1.66759
H 4.48966 -2.91128 5.21563
H 0.94736 -5.91804 1.92849
C -3.23702 1.04775 4.10942
C -3.59915 0.06537 3.19862
H 1.53553 -0.05372 3.31888
C 0.14419 2.38937 -2.69604
H 5.53087 -0.17359 -6.23165
C 0.21765 -2.61793 2.26927
H 0.32550 -3.61740 -3.44093
H -4.59268 -0.36130 3.23396
H 2.31558 0.33094 7.48981
H 0.85677 -6.56080 -0.39982
H 0.54864 2.52922 -0.59048
H -4.23874 0.27210 -0.61490
H 0.65247 -4.18258 3.67205
Tc -0.35235 -0.23461 0.39418
H -3.08091 1.22967 0.32450
O 1.54670 0.35997 1.12656
C 1.87766 0.00748 5.42110
C -1.96917 1.59540 4.04746
C 4.41979 0.04879 -3.04828
C 0.31050 -3.20336 -0.05741
N 6.31102 1.07290 -4.82100
H 0.18364 -1.87321 -1.74774
N 1.34436 5.01943 -0.39827
H 1.42770 3.03174 2.43252
C 0.57193 -4.55565 0.30688
H 1.50178 -0.99151 5.57911
C 0.55236 -3.93320 2.62558
*
```

(3)
# C45H42Br2InN7P2S2

A molecular structure, C45H42Br2InN7P2S2 (the ωB97M-V functional and the def2-TZVPD basis, the Open Molecules 2025 dataset).

Values from the calculation:
**Relative energy (zero: lowest compared OMol25 entry of this formula, charge and spin)**: 0.0 kcal/mol
**HOMO energy**: -12.191 eV
**HOMO-LUMO gap**: 6.586 eV

```
! wB97M-V def2-TZVPD RIJCOSX def2/J DEFGRID3
* xyz 2 1
H -6.14050 0.19850 -3.55030
N -3.26130 1.47530 -0.03090
H 3.54090 4.52450 -1.51360
C 3.85890 -0.25680 1.99170
P 1.31100 0.27460 -1.91300
C 0.57100 3.02160 4.10220
C 0.02770 -0.58520 -4.20360
Br -0.52870 5.24120 5.53590
C -2.32040 -1.38260 1.89510
H -4.21850 1.70100 -3.89220
N -2.57760 0.50520 0.50920
C 0.67370 2.69160 -3.34930
C 3.24650 -1.70660 -2.06380
H 2.72180 1.39360 4.71690
H 0.89610 -0.00250 -8.96280
C 2.84980 -0.47060 -2.56670
H 1.09200 1.72160 -8.54350
H 2.67710 -2.16470 -1.26130
H 4.70360 -0.80700 1.61100
C 1.97570 4.67660 -2.96720
C -2.61190 2.51850 -0.50670
C -1.77360 2.18320 3.04070
S 1.64570 0.31910 -6.71290
N -3.34690 3.48940 -1.04500
H -2.69880 1.80840 2.62860
C 1.47570 2.00160 -2.44920
H -1.01830 -0.73130 -4.48990
C 4.34140 -2.35480 -2.60480
H -1.97870 1.05200 -3.09720
C -2.64800 -0.83470 -2.33290
C -1.79780 3.25920 3.90710
C -2.82790 0.39670 -2.94600
N 0.07140 -0.52000 -2.74400
C 1.67840 1.16310 2.84570
H 2.16700 5.71720 -3.17380
Br 5.34160 0.01320 4.42910
H 0.49220 -2.64140 -4.75510
C 2.73570 -0.06680 1.21490
C 0.94040 4.02440 -3.61480
H -2.17150 -4.71050 -5.34660
C -1.59420 -4.52310 -4.45470
H -2.46740 -2.60570 -4.14720
H 0.76300 -5.95180 -2.50050
C 0.48780 1.94250 3.22800
C -0.69690 -5.47350 -3.99370
H -0.16530 2.20890 -3.82940
C -1.75280 -3.32600 -3.78070
H -3.94840 -2.19800 3.03650
C -2.07880 -3.12170 3.53280
H -0.12560 -1.28210 -6.77340
H 3.21240 1.05230 -4.04040
C -0.98520 -3.05680 -2.64990
N 1.67620 0.61390 1.62830
In -0.32150 0.42500 0.34280
C -5.16510 -0.08690 -3.18910
H -0.04960 -3.81970 3.75140
H -0.58790 -6.41210 -4.51510
C 5.02630 -1.77940 -3.66490
C 3.53680 0.10700 -3.63090
C 4.61420 -0.56190 -4.18470
N -0.66410 1.55430 2.67430
H -5.83950 -1.94320 -2.36640
C 0.89400 -1.32340 -6.39180
C -4.99590 -1.29120 -2.52140
H 4.65360 -3.31100 -2.21320
N -0.99710 -1.38020 1.67120
P -1.02560 -1.43650 -1.79470
H 0.33530 4.56110 -4.33040
C 2.75090 4.00520 -2.03430
C 0.72260 0.75760 -8.20760
C -3.13910 -0.43350 1.18470
H -4.22050 -0.46510 1.28630
H -2.72690 3.74150 4.16050
H 2.67730 -0.47310 0.20940
H -3.57780 -2.60760 -1.57810
C -2.88930 -2.24710 2.83750
C 0.88800 -1.63820 -4.90300
C -4.08780 0.75960 -3.38470
S -0.90650 2.79000 -0.46240
C 3.86090 0.27210 3.28280
H 1.51350 3.34360 4.51170
H -4.35150 3.41710 -1.06570
H -2.49540 -3.78260 4.27710
H 0.82500 -2.21000 2.06330
H 1.45710 -2.06460 -6.95570
H -0.33390 0.82900 -7.96350
H 0.35570 0.38400 -4.58690
H 3.09710 2.13250 -1.05000
C -0.07650 -4.00780 -2.20070
H 5.88160 -2.28160 -4.08860
C -0.71580 -3.13340 3.25490
H 1.90430 -1.61660 -4.51700
C 2.75020 0.99020 3.71640
H 0.51960 -3.79310 -1.32360
C 2.49880 2.67300 -1.77660
C 0.06290 -5.21460 -2.86400
H 5.11900 -0.13290 -5.03550
C -0.22730 -2.24240 2.31670
C -3.73970 -1.66390 -2.08630
H -2.90990 4.33490 -1.37360
C -0.59060 3.71570 4.42300
*
```